No. 1
14
Properties=species:S:1:pos:R:3:mulliken_charge:R:1 method="wB97M-V/def2-TZVPD" homo_ev=-10.1 mol_weight_g_mol=206.21 orbital_gap_ev=8.6
C -1.9352 -1.0499 -0.0230 -0.601
C -0.5230 -0.8746 -0.0528 0.696
C 0.8029 1.1615 -0.3862 0.567
N -2.5224 0.1217 0.0672 -0.639
N 2.1943 -0.0022 1.4631 -0.455
N -1.6047 1.0313 0.0819 0.034
N -0.3747 0.4826 -0.0137 0.536
O 0.4709 -1.6521 -0.0660 -0.475
O 3.0200 -1.6902 -0.3725 -0.531
O 1.6600 0.4210 -1.0004 -0.358
S 0.8891 2.7467 -0.0517 -0.362
S 2.1532 -0.7736 0.2589 0.879
H -2.5014 -1.9531 -0.0988 0.481
H -1.7289 2.0310 0.1942 0.229


No. 2
11
Properties=species:S:1:pos:R:3:mulliken_charge:R:1 method="wB97M-V/def2-TZVPD" homo_ev=-10.1 mol_weight_g_mol=122.09 orbital_gap_ev=9.3 e_above_lowest_ev=0.571
C 2.1941 -0.2313 -0.1293 -0.175
N 1.4356 -1.1824 -0.0775 -0.420
C 0.1650 -0.6204 0.0401 0.902
N -0.9277 -1.3820 0.1821 -0.295
N -2.0617 -0.6494 -0.0899 -0.200
N -2.0631 0.6695 -0.0834 -0.327
N -0.9300 1.3332 0.0359 -0.277
C 0.2136 0.7243 -0.0098 0.346
N 1.6052 1.0722 0.1201 -0.201
H 3.3235 -0.4113 0.0331 0.306
H 1.8314 2.1485 -0.0501 0.342


No. 3
9
Properties=species:S:1:pos:R:3:mulliken_charge:R:1 method="wB97M-V/def2-TZVPD" homo_ev=-10.0 mol_weight_g_mol=115.03 orbital_gap_ev=8.3 e_above_lowest_ev=0.798
C 0.7267 -0.2357 -0.4680 0.811
C -1.5576 -1.0953 -1.2529 -0.795
C -0.3739 -0.7148 -0.8328 0.068
N 1.7072 0.3382 0.0334 -0.513
O 2.4522 1.7392 2.1553 -0.554
O -0.1151 1.2948 1.7271 -0.508
P 1.3151 1.1814 1.4536 0.968
H -2.4141 -0.9572 -0.6010 0.257
H -1.7405 -1.5506 -2.2147 0.265


No. 4
10
Properties=species:S:1:pos:R:3:mulliken_charge:R:1 method="wB97M-V/def2-TZVPD" homo_ev=-2.6 mol_weight_g_mol=148.19 orbital_gap_ev=3.9 e_above_lowest_ev=2.739 charge=-1
C 0.9708 0.3042 1.0780 -0.653
C 0.8763 0.6427 -0.2659 -0.330
C -0.0245 2.3704 1.3453 -0.293
N 0.4128 1.3068 1.8873 -0.474
O -2.7092 -1.8010 -1.0008 -0.423
O -0.8086 -2.9082 -1.9919 -0.457
S 0.0588 2.2217 -0.4298 -0.114
S -1.2438 -1.9308 -0.9432 0.835
H 1.2620 -0.6191 1.5666 0.404
H 1.2053 0.4133 -1.2455 0.503


No. 5
9
Properties=species:S:1:pos:R:3:mulliken_charge:R:1 method="wB97M-V/def2-TZVPD" homo_ev=-2.6 mol_weight_g_mol=163.01 orbital_gap_ev=5.3 e_above_lowest_ev=2.212 charge=-1
C -0.7763 1.7207 1.5735 0.163
C 0.8481 -0.0819 0.9656 0.568
C -0.4304 0.6313 0.7315 -0.001
N -1.0029 2.6190 2.2486 -0.354
O 2.0192 -0.0875 0.9242 -0.433
O -0.2262 -0.6756 1.3848 -0.321
Se 0.9225 -2.2892 -3.7408 -0.925
H -0.9022 0.5807 -0.2459 0.366
H -0.4517 -2.4174 -3.8416 -0.062


No. 6
9
Properties=species:S:1:pos:R:3:mulliken_charge:R:1 method="wB97M-V/def2-TZVPD" homo_ev=-1.9 mol_weight_g_mol=100.05 orbital_gap_ev=5.9 e_above_lowest_ev=3.007 charge=-1
C 0.7864 -0.8607 0.7209 0.282
C 0.0838 1.4229 0.2484 -0.545
C -0.8264 -0.0920 -1.3441 0.556
N -0.8008 0.9145 -0.7066 -0.169
O 1.5564 -1.6273 1.3001 -0.640
O 0.7002 0.3922 1.0330 -0.105
O -1.1582 -0.9577 -2.0932 -0.592
H 0.1570 -1.2370 -0.1031 0.168
H -0.4984 2.0451 0.9445 0.045